Record 1
Molecular formula: C22H24B3NO44S5
Method: DFT, the ωB97M-V functional and the def2-TZVPD basis

Atoms and positions in Å:
N  0.2181  -0.1841  -0.5518
H  -0.4177  -0.3492  -1.3190
H  1.1364  -0.0911  -0.9617
H  0.4440  -0.9727  0.0375
H  -0.0934  0.4760  0.1464
O  -8.2834  -3.0930  1.1731
C  -7.1214  -3.0619  1.5527
O  -6.3721  -1.9940  1.6383
B  -5.0083  -2.3771  2.0347
O  -5.1322  -3.8472  2.3716
C  -6.3290  -4.2770  2.1172
O  -6.7881  -5.4217  2.3413
O  -4.0289  -2.2966  0.9245
C  -3.1421  -1.4130  1.2586
O  -2.0989  -1.1467  0.6324
C  -3.4703  -0.9166  2.6342
O  -4.5149  -1.5338  3.1362
O  -2.8368  -0.0586  3.2331
O  -0.7539  -2.4998  -6.0800
C  -0.7560  -2.5524  -4.9030
O  -0.2899  -3.5528  -4.0430
B  -0.4866  -3.1291  -2.6547
O  -1.0213  -1.7369  -2.7110
C  -1.1235  -1.3563  -4.0666
O  -1.5443  -0.3049  -4.5491
O  0.7503  -3.0395  -1.7746
C  0.6897  -4.0387  -0.8134
O  1.5975  -4.4640  -0.0697
C  -0.7763  -4.6166  -0.8560
O  -1.4031  -4.0181  -1.8636
O  -1.2320  -5.4802  -0.0914
O  -0.7025  4.8058  -6.2424
C  0.1905  4.2695  -5.6467
O  0.1759  3.0688  -5.1986
B  1.5483  2.5815  -4.9133
O  2.4035  3.7273  -5.2300
C  1.6874  4.7610  -5.6679
O  2.0386  5.8430  -6.0539
O  1.7089  2.0669  -3.5403
C  1.8857  0.7733  -3.5135
O  1.9925  0.1108  -2.4438
C  2.0754  0.2469  -4.9716
O  1.8896  1.3882  -5.7305
O  2.1410  -0.9529  -5.4020
C  -0.2266  -5.0726  3.3988
C  1.3381  -4.9550  3.2565
O  1.6371  -3.6976  3.6106
S  0.3843  -2.5996  3.2797
O  0.5081  -2.2558  1.9177
O  0.1645  -1.6296  4.3689
O  -0.7911  -3.7403  3.3891
H  -0.4752  -5.5322  4.3555
H  -0.5737  -5.6040  2.5127
H  1.7414  -4.9928  2.2446
H  1.9083  -5.6315  3.8931
C  3.6617  4.2630  -0.7581
C  3.0510  5.0765  0.2902
O  1.6783  4.9550  0.1429
S  1.2118  3.7800  -0.8697
O  0.7369  4.3993  -2.1276
O  0.3982  2.7590  -0.2016
O  2.7302  3.2723  -0.9005
H  4.6133  3.7824  -0.5306
H  3.6328  4.9015  -1.6411
H  3.1813  6.1468  0.1304
H  3.2937  4.7267  1.2937
C  -3.2800  3.3332  0.4706
C  -3.7114  1.9173  0.8799
O  -4.2073  1.4043  -0.3183
S  -3.1705  1.7561  -1.5695
O  -3.8151  1.9190  -2.8793
O  -2.0530  0.7903  -1.5458
O  -2.6917  3.1453  -0.8403
H  -2.4560  3.6561  1.1069
H  -4.2367  3.8552  0.4545
H  -4.3759  2.0079  1.7392
H  -2.8749  1.3466  1.2832
C  3.7945  -2.5881  1.3359
C  4.8466  -2.3152  0.2402
O  5.0388  -0.9105  0.0687
S  4.0984  -0.0232  1.0839
O  2.9763  0.5488  0.3468
O  4.9558  0.9611  1.7294
O  3.6795  -1.3155  2.0061
H  4.1000  -3.4299  1.9573
H  2.8725  -2.8364  0.8102
H  4.3486  -2.6657  -0.6638
H  5.8315  -2.7513  0.4070
C  0.9674  3.7196  2.8775
C  0.1967  3.5224  4.1595
O  0.0012  2.0665  4.2192
S  0.9702  1.2496  3.2211
O  0.0912  0.7268  2.1256
O  1.8596  0.3087  3.9746
O  1.7769  2.6039  2.8331
H  1.6779  4.5420  2.9606
H  0.2174  3.8059  2.0913
H  -0.7284  4.0534  3.9350
H  0.6489  3.9018  5.0758

Properties
HOMO level in eV: -5.56
LUMO level in eV: 2.8
ΔE to the lowest compared entry with this formula, charge and spin in eV: 4.705
Multiplicity: 1
E_tot in eV: -171000.904
Gap between HOMO and LUMO in eV: 8.37
Charge: -2

---

Record 2
Molecular formula: C22H24BClO8
Method: DFT, the ωB97M-V functional and the def2-TZVPD basis

Atoms and positions in Å:
C  0.5067  2.0164  3.3554
C  0.6609  2.4481  1.8117
C  0.7802  1.1101  0.9963
C  -0.3523  0.5414  0.2726
C  -0.2509  -0.7482  -0.4622
B  -1.5821  -1.2761  -1.1729
O  -1.8151  -2.5605  -1.6769
O  -2.6719  -0.3505  -1.2682
C  -3.6024  -0.8312  -0.2481
C  1.0540  -1.4103  -0.4222
C  2.2124  -0.8365  0.3150
C  2.1092  0.4286  1.0340
C  3.3457  1.0215  1.8052
C  4.0502  2.1451  0.9187
O  4.0911  1.6830  -0.4469
C  3.5320  -1.6927  0.3072
O  4.6402  -1.2298  0.2020
C  3.2792  -3.2404  0.4036
C  4.1334  -4.1006  1.2292
C  3.7989  -5.5265  1.2967
C  2.6548  -6.1063  0.5733
Cl  2.2279  -7.8342  0.6960
C  1.8132  -5.2272  -0.2560
C  2.1302  -3.8127  -0.3331
C  1.2896  -2.7642  -1.1510
O  0.9238  -3.0389  -2.2678
H  -0.3316  2.5679  3.8580
H  0.3377  0.9141  3.4711
H  1.4490  2.2675  3.9157
H  1.5294  3.1315  1.6762
H  -0.3279  2.9087  1.5421
H  -1.3107  1.1219  0.3245
H  -1.4048  -3.2559  -1.1384
H  -3.7697  -0.0231  0.5087
H  -4.5436  -1.2229  -0.7122
H  -3.1491  -1.7045  0.3161
H  4.1021  0.2179  1.9798
H  2.9871  1.4875  2.7539
H  5.0990  2.3525  1.2852
H  3.4307  3.0894  0.9785
H  4.6396  2.2945  -0.9698
H  4.9811  -3.6327  1.7809
H  4.4275  -6.1964  1.9360
H  0.9214  -5.5983  -0.8054
C  -2.7447  2.3665  -2.4837
O  -3.8201  2.8357  -1.6677
C  -4.8355  3.3729  -2.3517
O  -4.9039  3.4838  -3.5483
O  -5.7661  3.7673  -1.4711
C  -6.9171  4.3645  -2.0658
H  -1.9851  1.9542  -1.8250
H  -3.0857  1.5771  -3.1527
H  -2.3037  3.1889  -3.0497
H  -7.4247  3.6546  -2.7200
H  -6.6429  5.2658  -2.6154
H  -7.5966  4.6419  -1.2615

Properties
HOMO level in eV: -9.17
LUMO level in eV: -0.8
SMILES string: CCc1cc(B(O)OC)c2c(c1CCO)C(=O)c1ccc(Cl)cc1C2=O.COC(=O)OC
Multiplicity: 1
E_tot in eV: -52781.383
Gap between HOMO and LUMO in eV: 8.41

---

Record 3
Molecular formula: C22H24BIKN6O2S2
Method: DFT, the ωB97M-V functional and the def2-TZVPD basis

Atoms and positions in Å:
K  0.6887  -0.4145  0.7302
C  0.5544  -4.0671  -2.1230
C  -0.2901  -3.0337  -2.7998
N  -0.9983  -3.3904  -3.8443
C  -1.7487  -2.4591  -4.4610
C  -1.8245  -1.1516  -4.0437
C  -2.7273  -0.2139  -4.7907
O  -1.9442  0.7616  -5.4974
C  -1.1072  -0.7524  -2.8936
C  -1.2901  0.6339  -2.4600
N  -1.4571  1.0787  -1.2652
C  -1.8776  2.4375  -1.2029
C  -2.6795  2.9991  -2.2070
C  -3.1001  4.3144  -2.1646
C  -2.7508  5.1182  -1.0918
C  -2.0139  4.5710  -0.0578
C  -1.5953  3.2423  -0.0928
I  -0.6170  2.5713  1.6146
C  -0.2638  -1.6931  -2.2540
O  0.4959  -1.4234  -1.2758
H  0.3796  -5.0352  -2.5884
H  0.3358  -4.1173  -1.0545
H  1.6145  -3.8121  -2.1990
H  -2.3205  -2.7876  -5.3233
H  -3.4151  0.3009  -4.1076
H  -3.3300  -0.7923  -5.4979
H  -2.5463  1.3201  -5.9991
H  -1.3536  1.3216  -3.3061
H  -2.9993  2.3793  -3.0328
H  -3.7136  4.7055  -2.9666
H  -3.0695  6.1512  -1.0433
H  -1.7612  5.1717  0.8057
C  -2.0884  0.1367  4.1740
N  -0.6892  0.4564  4.3392
C  -0.1746  1.6687  4.7583
C  1.1703  1.5632  4.6522
N  1.4860  0.3055  4.1908
B  3.0009  -0.1706  4.1867
N  3.3592  -0.9980  2.9288
C  3.5471  -2.3596  2.9507
C  3.8188  -2.7761  1.6946
N  3.7827  -1.6498  0.8956
C  3.9743  -1.6324  -0.5429
C  3.5370  -0.5554  1.6639
S  3.4200  1.0447  1.0714
C  0.3315  -0.3686  3.9869
S  0.1002  -1.9426  3.3615
H  -2.6753  0.8577  4.7405
H  -2.2723  -0.8722  4.5375
H  -2.3676  0.1822  3.1198
H  -0.8061  2.4790  5.0736
H  1.9487  2.2717  4.8671
H  3.1884  -0.8802  5.1481
H  3.6462  0.8442  4.2325
H  3.4274  -2.9118  3.8636
H  3.9863  -3.7542  1.2824
H  4.6142  -2.4706  -0.8144
H  4.4488  -0.6924  -0.8148
H  3.0117  -1.7100  -1.0538

Properties
HOMO level in eV: -4.62
LUMO level in eV: 2.2
ΔE to the lowest compared entry with this formula, charge and spin in eV: 0.149
Multiplicity: 1
E_tot in eV: -83017.274
Gap between HOMO and LUMO in eV: 6.79
Charge: -1

---

Record 4
Molecular formula: C22H24BMgN7
Method: DFT, the ωB97M-V functional and the def2-TZVPD basis

Atoms and positions in Å:
H  0.5442  2.8640  0.8170
N  0.4453  1.5889  -0.8860
B  0.6178  0.6465  -3.2264
N  0.7336  1.8158  -2.2124
C  1.1117  3.0887  -2.4090
Mg  -0.8650  -0.8417  -0.4382
H  1.3723  3.4237  -3.4043
C  1.0827  3.7360  -1.1759
H  1.3029  4.7649  -0.9709
C  0.6845  2.7520  -0.2496
H  0.9417  1.0003  -4.3205
C  -0.8210  -2.9235  -0.6344
H  -0.5928  -3.4159  0.3159
H  -0.1913  -3.3669  -1.4043
H  -1.8703  -3.1026  -0.9110
N  -0.8525  0.1610  -3.1792
N  1.5708  -0.4719  -2.7231
N  -1.4762  -0.2480  -1.9760
N  1.2841  -1.1598  -1.5606
C  -1.7345  0.1208  -4.1827
C  2.7097  -0.9390  -3.2755
H  -1.4208  0.3838  -5.1825
H  3.1009  -0.4915  -4.1730
C  -2.9686  -0.2967  -3.6846
C  3.1616  -2.0036  -2.4923
C  -2.7768  -0.4993  -2.3140
C  2.2228  -2.1163  -1.4528
H  -3.8727  -0.4342  -4.2404
H  4.0256  -2.6196  -2.6548
H  -3.4996  -0.8267  -1.5786
H  2.1997  -2.8777  -0.6756
H  -1.5445  1.9441  0.2550
C  -1.5652  3.5233  3.0365
C  -2.2915  2.9855  2.0126
C  -1.8835  1.7286  1.2982
C  -0.7518  0.9873  2.0283
C  -0.0466  1.6219  3.0679
C  -0.4067  2.8795  3.5429
N  -0.4894  -0.2534  1.5943
C  0.2097  -1.1642  2.3957
C  1.2269  -1.9521  1.8197
C  1.7376  -3.0622  2.4898
C  1.2783  -3.3717  3.7785
C  0.3674  -2.5173  4.4166
C  -0.1412  -1.4029  3.7504
H  -1.8529  4.4735  3.4970
H  -3.1908  3.4850  1.6406
H  -2.7329  1.0135  1.2091
H  0.8028  1.0958  3.5149
H  0.1947  3.3450  4.3252
H  1.5651  -1.6874  0.8146
H  2.4852  -3.6866  1.9982
H  1.6427  -4.2657  4.2878
H  0.0542  -2.7122  5.4423
H  -0.8373  -0.7188  4.2398

Properties
HOMO level (spin up / spin down) in eV: -6.79 / -6.79
LUMO level (spin up / spin down) in eV: -1.3 / -1.3
ΔE to the lowest compared entry with this formula, charge and spin in eV: 0.000
Multiplicity: 1
E_tot in eV: -39755.708
Gap between HOMO and LUMO (spin up / spin down) in eV: 5.50 / 5.50